Model one:
{"formula": "C4H9N2O", "method": "the ωB97M-V functional and the def2-TZVPD basis", "elements": ["C", "C", "C", "C", "N", "N", "O", "H", "H", "H", "H", "H", "H", "H", "H", "H"], "positions_angstrom": [[1.88976, 0.60789, 0.64114], [1.24736, -0.73300, 0.82326], [0.82056, 0.90168, -0.36318], [-2.35912, -0.42516, -0.68924], [-3.43790, -0.55651, -0.04504], [0.59676, -0.54429, -0.53269], [-3.04194, 0.76218, -0.67144], [1.97668, 1.24578, 1.58465], [2.75615, 0.65514, 0.02886], [1.86713, -1.64576, 0.79494], [0.77763, -0.78950, 1.74469], [-0.22560, 1.36112, 0.03232], [0.96292, 1.52876, -1.21245], [-0.42971, -0.90357, -0.58856], [-4.45443, -0.63576, -0.12896], [1.05375, -0.82900, -1.41831]], "charge": 1, "orbital_gap_ha": 0.4076, "homo_energy_ev": -14.6, "lumo_ev": -3.51}

Model two:
{"formula": "C4H9N2O", "method": "the ωB97M-V functional and the def2-TZVPD basis", "elements": ["C", "C", "C", "N", "C", "N", "H", "H", "H", "H", "H", "H", "H", "H", "H", "O"], "positions_angstrom": [[2.56424, -0.66652, 0.95284], [1.11224, -0.35404, 0.71251], [0.07833, -1.17088, 1.04370], [-0.94838, -1.00941, 0.11632], [-0.52181, -0.18770, -0.84376], [0.63446, 0.29966, -0.43242], [3.11043, 0.20678, 1.32186], [2.55400, -1.44914, 1.70601], [3.10872, -0.94340, 0.05282], [0.06395, -1.85705, 1.87359], [-1.84109, -1.48283, 0.11543], [-1.06914, 0.02427, -1.74428], [1.24709, 0.77710, -1.08272], [-2.72115, 2.44676, -1.96495], [-2.98465, 2.70024, -0.56081], [-2.30529, 2.31080, -1.09273]], "charge": 1, "orbital_gap_ha": 0.4032, "homo_energy_ev": -14.0, "lumo_ev": -3.04}

Relative energies in hartree: model one 0.2601; model two 0.0000

Model one:
{"formula": "C5H37N2O11", "method": "the ωB97M-V functional and the def2-TZVPD basis", "elements": ["C", "N", "C", "C", "N", "C", "C", "H", "H", "H", "H", "H", "H", "H", "H", "H", "H", "H", "H", "H", "H", "H", "H", "H", "O", "H", "H", "O", "H", "H", "O", "H", "H", "O", "H", "H", "O", "H", "H", "O", "H", "H", "O", "H", "H", "O", "H", "H", "O", "H", "H", "O", "H", "H", "O"], "positions_angstrom": [[-2.21691, 0.98522, -1.99212], [-0.87569, 0.88040, -2.61781], [-0.95749, 0.89788, -4.07374], [-2.51844, -0.12933, -0.99262], [-1.45752, 0.04776, 0.07387], [-0.79723, -1.23561, 0.45865], [0.66561, -0.99712, 0.80981], [-2.96746, 1.16624, -2.75541], [-2.23594, 1.96368, -1.52531], [-0.40998, 0.01459, -2.29186], [-1.20761, -0.13641, -4.48294], [0.07354, 1.12677, -4.44465], [-1.52962, 1.63567, -4.67882], [-2.47924, -1.10697, -1.61229], [-3.49425, -0.17706, -0.53471], [-1.86746, 0.55347, 0.91464], [-0.73099, 0.70955, -0.19430], [-0.80211, -1.95859, -0.39199], [-1.32519, -1.76634, 1.23259], [1.36539, -1.74775, 0.54199], [0.95869, -0.03920, 0.38535], [0.84123, -0.70631, 1.88030], [-0.33080, 2.64308, -0.77617], [-1.13349, 3.96877, -0.27895], [-0.72055, 3.13638, -0.04241], [1.01953, 2.10701, 1.14659], [2.20721, 1.77101, 2.07573], [1.81526, 2.48213, 1.55183], [-0.62793, 3.31890, 3.97152], [0.20869, 2.79153, 2.71903], [-0.61693, 2.68150, 3.25097], [3.00647, -0.64415, -4.21483], [2.88937, -1.14590, -2.80404], [2.34876, -0.99466, -3.60109], [0.92607, -2.78107, 3.69105], [2.22022, -2.44660, 3.07171], [1.78079, -3.20313, 3.49025], [0.94014, -3.63444, 1.98340], [0.21186, -4.48846, 0.94708], [0.23113, -3.59276, 1.30798], [3.33610, -0.65625, 0.25798], [4.45924, -1.42164, 1.07412], [3.54708, -1.11865, 1.07225], [-1.77035, 2.51937, 1.98500], [-2.95516, 2.63357, 1.02388], [-2.64551, 2.11372, 1.77984], [2.15207, 2.15359, -0.68243], [1.55220, 1.26981, -1.95359], [1.41218, 1.71587, -1.11367], [0.53108, -2.89840, -2.38609], [0.81839, -4.10702, -1.33712], [0.21928, -3.70996, -1.97092], [-1.34484, 0.41752, 3.23065], [-0.84043, -0.45743, 4.39134], [-0.87843, -0.40375, 3.43048]], "charge": 1, "orbital_gap_ha": 0.3529, "homo_energy_ev": -12.3, "lumo_ev": -2.71}

Model two:
{"formula": "C5H37N2O11", "method": "the ωB97M-V functional and the def2-TZVPD basis", "elements": ["C", "C", "C", "C", "C", "N", "N", "H", "H", "H", "H", "H", "H", "H", "H", "H", "H", "H", "H", "H", "H", "H", "H", "H", "O", "H", "H", "O", "H", "H", "O", "H", "H", "O", "H", "H", "O", "H", "H", "O", "H", "H", "O", "H", "H", "O", "H", "H", "O", "H", "H", "O", "H", "H", "O"], "positions_angstrom": [[-0.01337, 2.65137, 0.05214], [-0.97192, 1.47370, 0.17730], [-0.34740, 0.08157, 0.21788], [-1.26766, -1.15457, 0.55223], [-1.23367, -3.42047, -0.66130], [-0.45108, -2.32731, 0.06814], [-1.95541, 1.38556, -1.08987], [0.77099, 2.36832, -0.68883], [0.36077, 3.16727, 0.98612], [-0.29397, 3.54164, -0.47351], [-1.72027, 1.72069, 1.04066], [0.31715, 0.12048, 1.13499], [0.46860, -0.09192, -0.59470], [-1.34024, -1.13238, 1.65168], [-2.20453, -1.04384, 0.25257], [-0.86298, -3.46514, -1.72382], [-1.03640, -4.40815, -0.43674], [-2.22909, -3.12263, -0.72420], [-0.09201, -2.89538, 0.79680], [-2.77956, 0.73046, -0.95735], [-1.53340, 1.34842, -2.05254], [-2.27787, 2.28258, -1.25778], [1.51096, 0.28399, 4.10753], [1.62030, -1.11654, 4.53731], [0.97706, -0.45541, 4.34114], [2.67295, -0.44580, -3.70777], [2.37890, -0.83605, -2.30336], [2.06754, -0.33617, -3.02504], [3.19970, 1.08315, 1.03019], [2.37888, -0.14606, 0.41906], [2.58949, 0.33044, 1.16057], [4.02915, -1.42975, 1.24324], [4.14274, -0.64452, 2.55685], [4.40798, -1.49613, 2.15704], [0.78563, 3.07990, -3.22858], [0.20256, 1.70103, -3.76447], [0.02547, 2.29864, -3.14296], [2.69351, 3.65191, 0.10553], [3.90292, 2.92920, -0.31638], [2.87770, 2.73252, -0.06811], [2.53950, -2.74441, -1.13054], [1.67822, -2.17604, -0.08216], [2.37256, -1.84889, -0.73344], [-1.09042, -0.04165, 4.38376], [-0.50867, 0.79492, 3.36245], [-1.40420, 0.54734, 3.74890], [-4.57529, 0.58382, 0.87086], [-3.05976, 0.28973, 1.62856], [-3.69111, 0.74120, 0.82883], [-0.69861, -1.24923, -2.05524], [0.29376, -0.48652, -2.82225], [-0.63320, -0.49716, -2.75549], [-3.90662, -1.63809, -1.09478], [-4.74040, -0.27653, -0.96266], [-4.34592, -0.99309, -1.55842]], "charge": 1, "orbital_gap_ha": 0.3753, "homo_energy_ev": -12.7, "lumo_ev": -2.46}

Relative energies in hartree: model one 0.0000; model two 0.1208

Model one:
{"formula": "C11H15NOS", "method": "the ωB97M-V functional and the def2-TZVPD basis", "elements": ["C", "C", "C", "C", "C", "N", "C", "O", "C", "C", "S", "C", "C", "C", "H", "H", "H", "H", "H", "H", "H", "H", "H", "H", "H", "H", "H", "H", "H"], "positions_angstrom": [[-1.41028, 1.41171, -0.93072], [-1.41031, 0.00211, -0.20125], [-1.96814, 0.20181, 1.19481], [-2.25992, -0.82825, -1.21267], [0.04127, -0.59307, -0.20273], [-0.01784, -1.91033, 0.35469], [0.99276, -2.65800, 0.39936], [2.27680, -2.48431, -0.09750], [2.90773, -1.34679, -0.28092], [2.45738, -0.11840, 0.03780], [3.35997, 1.36432, -0.24442], [2.15602, 2.47524, 0.52770], [1.18395, 1.74921, 0.91604], [1.10461, 0.19603, 0.70648], [-0.75090, 1.27432, -1.73140], [-0.96090, 2.23421, -0.33377], [-2.43389, 1.62822, -1.20033], [-2.32914, -0.70501, 1.62915], [-1.37564, 0.85218, 1.89218], [-2.83861, 0.77304, 1.02112], [-1.84018, -0.63062, -2.25388], [-3.32888, -0.60461, -1.33148], [-2.06320, -1.88003, -0.97394], [0.41089, -0.55714, -1.26654], [0.76833, -3.57272, 0.79941], [3.77744, -1.57586, -0.89662], [2.29143, 3.52256, 0.59907], [0.27854, 2.13945, 1.34225], [0.98074, -0.35925, 1.73811]], "charge": 0, "orbital_gap_ha": 0.3071, "homo_energy_ev": -7.6, "lumo_ev": 0.77, "smiles": "CC(C)(C)[C@@H]1N=COC=C2SC=C[C@H]21"}

Model two:
{"formula": "C11H15NOS", "method": "the ωB97M-V functional and the def2-TZVPD basis", "elements": ["C", "C", "C", "C", "C", "C", "C", "C", "C", "C", "C", "N", "O", "S", "H", "H", "H", "H", "H", "H", "H", "H", "H", "H", "H", "H", "H", "H", "H"], "positions_angstrom": [[-3.22066, -0.96579, 1.39882], [0.45143, -1.62197, -1.29000], [-0.77042, -0.69368, -1.43264], [0.10979, -1.45805, 1.13707], [1.19216, 1.13048, 1.22885], [1.10219, -1.12169, -0.00039], [-0.78807, -0.27462, 1.02785], [-0.59024, 0.35062, -0.32155], [0.95712, 0.41876, -0.10651], [-1.33350, 1.64898, -0.54980], [1.76528, 1.08428, -1.20687], [-4.30924, -1.29804, 1.49787], [0.01610, 0.28269, 3.49237], [-0.37081, 0.97821, 2.27194], [0.16599, -2.66922, -1.20800], [1.12655, -1.53257, -2.14048], [-0.79415, -0.20736, -2.40720], [-1.71102, -1.22705, -1.30096], [-0.39738, -2.40755, 0.96157], [0.55973, -1.49767, 2.13235], [2.00246, 0.69578, 1.81385], [1.38556, 2.19296, 1.08942], [2.11136, -1.49803, 0.17260], [-2.40189, 1.48446, -0.42017], [-1.16482, 2.01117, -1.56262], [-1.01822, 2.41964, 0.15091], [2.81959, 1.09031, -0.93209], [1.44206, 2.11528, -1.33783], [1.66305, 0.56970, -2.15836]], "charge": 0, "orbital_gap_ha": 0.3061, "homo_energy_ev": -10.0, "lumo_ev": -1.63}

Relative energies in hartree: model one 0.0000; model two 0.0449